(1)
This record from the OMol25 dataset describes a molecular structure, C38H42BrN6O2RhS. The level of theory is ωB97M-V with the def2-TZVPD basis set.

Its energy relative to the best compared isomer or geometry (same formula, charge and spin) is 64.1 kcal per mole. As for the LUMO energy (spin up / spin down): -6.49 / -6.49 eV. The net charge is +2. The calculation puts the HOMO energy (spin up / spin down) at -12.59 / -12.59 eV. The HOMO-LUMO gap (spin up / spin down) comes out at 6.1 / 6.1 eV.

Each line ends with the Löwdin charge.
Positions of all 91 atoms, in Å:
Rh 0.567 0.718 1.233  0.915
C 6.287 1.525 0.782  -0.022
C 5.067 1.399 1.632  -0.227
C 5.132 1.240 3.014  0.029
C 3.964 1.110 3.755  -0.048
C 2.771 1.150 3.069  -0.666
Br 1.071 0.978 3.926  0.920
N 2.677 1.316 1.752  -0.049
C 3.802 1.451 1.057  -0.073
H 7.192 1.462 1.378  0.090
H 6.285 2.478 0.256  0.098
H 6.312 0.733 0.035  0.082
H 6.087 1.239 3.515  0.133
H 3.977 1.002 4.826  0.121
H 3.682 1.648 0.000  0.132
N 0.583 1.102 -1.232  0.076
C 0.297 2.462 -1.620  -0.285
C 0.822 2.868 -2.989  -0.147
C 0.224 2.072 -4.162  -0.153
C 1.025 0.839 -4.615  -0.142
N 0.704 -0.366 -3.860  0.086
C 1.496 -1.134 -3.126  -0.448
N 2.776 -0.823 -2.907  0.218
N 0.986 -2.202 -2.511  0.237
C 0.997 3.416 -0.450  -0.674
O 1.706 4.291 -0.873  0.067
O 0.655 3.028 0.667  -0.108
H 1.498 0.836 -1.577  0.071
H -0.138 0.452 -1.515  0.070
H -0.774 2.654 -1.523  0.119
H 1.912 2.805 -3.005  0.121
H 0.577 3.923 -3.115  0.132
H 0.180 2.741 -5.021  0.122
H -0.803 1.786 -3.927  0.117
H 2.089 1.060 -4.554  0.116
H 0.792 0.635 -5.663  0.135
H -0.247 -0.681 -3.994  0.168
H 3.238 -0.113 -3.452  0.124
H 3.369 -1.468 -2.411  0.127
H 0.029 -2.483 -2.630  0.134
H 1.547 -2.772 -1.900  0.112
C -1.856 -5.952 -0.024  -0.064
C -2.754 -5.054 0.536  -0.062
C -2.344 -3.775 0.840  -0.036
C -1.019 -3.364 0.621  -0.226
C -0.119 -4.290 0.074  -0.056
C -0.539 -5.567 -0.243  -0.069
C -0.698 -1.999 0.988  -0.085
C 0.503 -1.395 1.138  -0.183
C 1.784 -2.012 1.320  -0.287
C 1.920 -2.990 2.328  -0.023
C 3.133 -3.592 2.570  -0.049
C 4.267 -3.203 1.868  -0.055
C 4.166 -2.205 0.908  -0.083
C 2.946 -1.629 0.619  -0.094
H -2.181 -6.944 -0.287  0.111
H -3.769 -5.358 0.737  0.111
H -3.036 -3.072 1.280  0.100
H 0.913 -4.006 -0.080  0.093
H 0.154 -6.280 -0.661  0.110
H -1.586 -1.405 1.176  0.069
H 1.051 -3.256 2.911  0.130
H 3.202 -4.373 3.310  0.117
H 5.217 -3.670 2.069  0.113
H 5.055 -1.873 0.392  0.103
H 2.870 -0.866 -0.149  0.069
N -1.573 1.086 1.195  -0.393
S -2.674 1.234 0.037  1.063
C -3.398 2.888 0.143  -0.397
C -4.614 3.118 -0.479  -0.080
C -5.134 4.400 -0.470  -0.051
C -4.442 5.428 0.152  -0.048
C -3.221 5.181 0.758  -0.044
C -2.681 3.905 0.748  -0.073
C -4.081 0.245 0.633  -0.398
C -4.735 0.545 1.815  -0.064
C -5.739 -0.302 2.255  -0.044
C -6.075 -1.431 1.525  -0.047
C -5.409 -1.722 0.345  -0.070
C -4.402 -0.884 -0.102  -0.108
H -1.875 1.446 2.099  0.033
H -5.151 2.316 -0.962  0.116
H -6.078 4.599 -0.951  0.117
H -4.855 6.424 0.156  0.117
H -2.684 5.985 1.232  0.118
H -1.713 3.711 1.189  0.093
H -4.480 1.427 2.384  0.121
H -6.266 -0.075 3.167  0.118
H -6.860 -2.083 1.873  0.118
H -5.676 -2.594 -0.229  0.115
H -3.874 -1.094 -1.020  0.105

---

(2)
This record from the OMol25 dataset describes a molecular structure, C38H43BFN16O3Sc. The level of theory is ωB97M-V with the def2-TZVPD basis set.

Its energy relative to the best compared isomer or geometry (same formula, charge and spin) is 21.3 kcal per mole. As for the LUMO energy (spin up / spin down): -4.18 / -7.42 eV. As for the expectation value of S²: 0.8008. The net charge is +1. The calculation puts the HOMO energy (spin up / spin down) at -10.91 / -10.91 eV. The spin multiplicity is 2. The HOMO-LUMO gap (spin up / spin down) comes out at 6.7 / 3.5 eV.

Each line ends with the Löwdin spin population.
Positions of all 103 atoms, in Å:
Sc -0.621 -0.008 -0.005  -0.003
C -3.317 0.162 -2.570  0.000
C -3.730 -0.080 -1.156  0.000
C -5.032 -0.263 -0.682  0.000
C -4.905 -0.368 0.684  0.000
N -3.606 -0.250 1.005  0.000
N -2.876 -0.094 -0.131  0.000
B -2.959 -0.238 2.427  0.000
N -2.094 1.065 2.570  0.000
C -2.222 2.045 3.477  0.000
C -1.448 3.116 3.080  0.000
C -0.859 2.711 1.882  0.000
C 0.023 3.518 0.985  0.000
N -1.233 1.459 1.600  0.000
N -2.047 -1.483 2.518  0.000
C -2.118 -2.576 3.294  0.000
C -1.257 -3.526 2.792  0.000
C -0.677 -2.936 1.668  0.000
C 0.293 -3.572 0.727  0.000
N -1.150 -1.695 1.508  0.000
N -4.066 -0.167 3.463  0.000
C -5.005 0.815 3.520  0.000
C -5.862 0.521 4.544  0.000
C -5.374 -0.690 5.083  0.000
C -5.923 -1.484 6.225  0.000
N -4.301 -1.093 4.428  0.000
H -4.020 -0.312 -3.252  0.000
H -3.306 1.234 -2.777  0.000
H -2.321 -0.226 -2.771  0.000
H -5.937 -0.313 -1.261  0.000
H -5.656 -0.527 1.438  0.000
H -2.854 1.927 4.340  0.000
H -1.336 4.063 3.578  0.000
H 0.346 4.421 1.499  0.000
H 0.907 2.963 0.669  0.000
H -0.525 3.809 0.089  0.000
H -2.799 -2.596 4.126  0.000
H -1.074 -4.513 3.179  0.000
H 1.003 -4.192 1.274  0.000
H -0.242 -4.214 0.026  0.000
H 0.838 -2.837 0.141  0.000
H -4.994 1.644 2.830  0.000
H -6.719 1.088 4.867  0.000
H -6.792 -0.989 6.653  0.000
H -6.223 -2.478 5.894  0.000
H -5.175 -1.606 7.008  0.000
C 0.767 1.558 -7.002  0.005
C 2.152 1.544 -6.364  0.016
C 3.048 0.528 -7.049  0.004
C 4.396 0.439 -6.358  0.013
C 4.187 0.048 -4.930  0.085
C 5.097 -0.734 -4.257  -0.023
C 4.864 -1.085 -2.932  0.101
F 5.744 -1.854 -2.316  0.040
C 3.743 -0.660 -2.238  0.037
C 2.828 0.146 -2.885  0.049
C 1.640 0.616 -2.162  0.034
O 1.414 0.227 -1.011  0.178
C 0.763 1.494 -2.893  0.172
C 1.028 1.762 -4.207  -0.042
N 2.072 1.248 -4.888  0.209
C 3.022 0.487 -4.246  0.020
C -0.493 2.112 -2.296  0.012
O -1.028 3.007 -2.915  0.040
O -0.861 1.582 -1.194  -0.001
H 0.898 1.598 -8.082  0.001
H 0.166 2.419 -6.721  0.000
H 0.219 0.645 -6.762  0.000
H 2.608 2.537 -6.436  0.010
H 3.164 0.831 -8.088  0.000
H 2.554 -0.448 -7.043  0.000
H 4.899 1.411 -6.394  0.005
H 5.051 -0.278 -6.851  0.001
H 5.992 -1.090 -4.750  -0.003
H 3.576 -0.953 -1.210  0.000
H 0.336 2.401 -4.734  -0.004
N -0.825 -2.412 -5.960  0.010
C -0.787 -2.597 -4.819  0.001
N -0.739 -2.855 -3.537  0.014
C -0.618 -2.140 -2.527  0.003
N -0.492 -1.505 -1.542  0.015
C 2.084 -1.395 2.231  0.000
N 1.562 -0.021 2.017  0.000
C 1.101 0.468 3.342  0.000
N 2.158 0.441 4.344  0.000
C 2.645 -0.933 4.480  0.000
N 3.161 -1.449 3.208  0.000
C 4.247 -0.577 2.765  0.000
N 3.797 0.807 2.589  0.001
C 2.716 0.815 1.616  0.001
C 3.262 1.278 3.874  0.000
H 2.452 -1.778 1.275  0.000
H 1.267 -2.022 2.581  0.000
H 0.273 -0.165 3.669  0.000
H 0.740 1.489 3.239  0.000
H 1.826 -1.571 4.817  0.000
H 3.440 -0.959 5.226  0.000
H 4.640 -0.949 1.816  0.000
H 5.048 -0.597 3.505  0.000
H 3.097 0.445 0.662  0.001
H 2.375 1.844 1.484  0.000
H 2.906 2.303 3.756  0.000
H 4.061 1.266 4.616  0.000

---

(3)
This record from the OMol25 dataset describes a molecular structure, C38H43BrCrN3O3SSi. The level of theory is ωB97M-V with the def2-TZVPD basis set.

Its energy relative to the best compared isomer or geometry (same formula, charge and spin) is 14.6 kcal per mole. As for the LUMO energy (spin up / spin down): -0.22 / -0.10 eV. As for the expectation value of S²: 0.7706. The net charge is 0. The calculation puts the HOMO energy (spin up / spin down) at -8.23 / -7.80 eV. The spin multiplicity is 2. The HOMO-LUMO gap (spin up / spin down) comes out at 8.0 / 7.7 eV.

Each line ends with the Löwdin spin population.
Positions of all 91 atoms, in Å:
Cr 0.874 1.017 -0.220  1.023
C -0.398 2.627 -0.579  -0.057
Si -1.888 2.469 0.489  -0.007
C -1.289 1.553 2.012  0.000
N -0.311 0.448 1.800  -0.004
C -0.973 -0.823 1.422  0.000
C -1.732 -1.518 2.551  0.000
C -0.874 -1.627 3.833  0.000
C 0.552 -1.146 3.564  0.000
C 0.507 0.283 3.047  0.000
C -3.403 1.726 -0.325  0.000
C -3.934 2.365 -1.453  0.000
C -5.150 1.976 -1.999  0.000
C -5.863 0.926 -1.429  0.000
C -5.345 0.263 -0.323  0.000
C -4.129 0.666 0.223  0.000
C -2.512 4.082 1.272  -0.002
C -1.650 4.831 2.087  0.000
C -2.091 5.948 2.785  0.000
C -3.416 6.355 2.680  0.000
C -4.285 5.650 1.859  0.000
C -3.838 4.527 1.166  0.000
H 0.180 3.506 -0.260  -0.001
H -0.623 2.740 -1.643  -0.004
H -2.114 1.250 2.676  0.000
H -0.752 2.337 2.550  0.000
H -0.209 -1.504 1.039  0.000
H -1.645 -0.617 0.593  0.000
H -2.010 -2.509 2.187  0.000
H -2.663 -0.990 2.762  0.000
H -0.870 -2.649 4.209  0.000
H -1.299 -0.999 4.620  0.000
H 1.052 -1.814 2.859  0.000
H 1.141 -1.156 4.483  0.000
H 1.502 0.668 2.884  0.000
H 0.064 0.897 3.834  0.000
H -3.392 3.195 -1.905  0.000
H -5.543 2.495 -2.865  0.000
H -6.819 0.624 -1.845  0.000
H -5.894 -0.558 0.125  0.000
H -3.759 0.150 1.107  0.000
H -0.602 4.546 2.175  0.000
H -1.401 6.501 3.412  0.000
H -3.768 7.217 3.236  0.000
H -5.318 5.969 1.758  0.000
H -4.540 3.986 0.541  0.000
C 2.843 -3.881 -3.669  0.000
C 3.017 -3.559 -2.184  0.000
N 3.244 -2.126 -1.884  -0.002
C 4.631 -1.709 -1.646  0.000
C 5.450 -1.536 -2.920  0.000
C 2.241 -1.242 -1.972  -0.001
S 2.591 0.450 -1.870  -0.007
N 1.019 -1.762 -2.208  0.004
C -0.096 -1.143 -1.963  0.003
O -0.247 -0.133 -1.188  0.017
C -1.302 -1.685 -2.637  0.000
C -1.359 -3.033 -2.986  0.000
C -2.467 -3.528 -3.654  0.000
C -3.509 -2.674 -3.998  0.000
C -3.447 -1.327 -3.663  0.000
C -2.350 -0.833 -2.970  0.000
H 2.646 -4.948 -3.798  0.000
H 3.737 -3.625 -4.239  0.000
H 2.002 -3.322 -4.078  0.000
H 3.877 -4.093 -1.784  0.000
H 2.140 -3.887 -1.633  0.000
H 5.086 -2.460 -1.002  0.000
H 4.608 -0.773 -1.103  0.000
H 5.525 -2.470 -3.480  0.000
H 6.461 -1.213 -2.662  0.000
H 4.996 -0.776 -3.562  0.000
H -0.530 -3.679 -2.717  0.000
H -2.515 -4.579 -3.914  0.000
H -4.369 -3.057 -4.539  0.000
H -4.258 -0.662 -3.935  0.000
H -2.283 0.217 -2.707  0.000
Br 3.482 -3.709 0.739  0.000
C 4.261 -2.076 1.317  0.000
C 5.526 -2.084 1.877  0.001
C 6.070 -0.879 2.305  0.000
C 5.352 0.304 2.179  0.000
C 4.084 0.295 1.613  0.000
C 3.538 -0.906 1.178  0.001
C 3.327 1.607 1.522  0.007
O 3.765 2.602 2.024  0.018
O 2.204 1.575 0.829  0.016
H 6.072 -3.014 1.986  0.000
H 7.063 -0.870 2.744  0.000
H 5.753 1.253 2.512  0.000
H 2.554 -0.933 0.745  0.000

---

no.,strongest force on any atom (eV/Å),molar mass (Da),E (eV)
1,3.41,829.671,-136994.341
2,1.07,846.637,-94183.768
3,1.39,781.833,-167895.160